Record 1
A 11-piece molecular cluster, C19H60N6O11 overall at a distorted geometry, computed with ωB97M-V with the def2-TZVPD basis set.

Geometry as XYZ:
```
96
Properties=species:S:1:pos:R:3:lowdin_charge:R:1
C 2.16 3.01 -3.95 -0.08
C 1.25 4.10 -3.31 -0.32
O -0.03 3.52 -3.20 -0.12
H 1.75 2.78 -4.93 0.07
H 2.08 2.11 -3.29 0.06
H 3.21 3.26 -3.96 0.06
H 1.24 4.96 -3.99 0.10
H 1.66 4.44 -2.33 0.12
H -0.39 3.89 -2.36 0.01
C -3.03 -1.91 -2.66 -0.09
C -2.00 -1.17 -1.86 -0.25
O -2.54 0.16 -1.49 -0.12
H -3.98 -1.99 -2.13 0.07
H -2.76 -2.93 -2.89 0.07
H -3.25 -1.43 -3.61 0.08
H -1.11 -1.00 -2.43 0.10
H -1.86 -1.66 -0.88 0.10
H -2.18 0.84 -2.07 0.07
C 3.49 -2.10 1.09 -0.07
C 2.21 -2.07 1.89 -0.29
O 1.39 -0.93 1.61 -0.12
H 3.33 -2.13 0.01 0.05
H 4.09 -2.98 1.38 0.09
H 4.11 -1.20 1.26 0.08
H 2.50 -2.18 2.94 0.12
H 1.65 -2.98 1.68 0.09
H 0.68 -0.98 2.31 0.07
C -4.80 1.49 1.86 -0.11
C -5.27 1.09 0.51 -0.30
O -5.00 2.09 -0.49 -0.13
H -3.72 1.45 2.08 0.06
H -5.39 0.84 2.53 0.08
H -5.15 2.52 2.16 0.09
H -6.34 0.76 0.46 0.13
H -4.69 0.17 0.24 0.11
H -4.33 1.67 -1.07 0.06
C 1.28 -4.96 -0.73 -0.09
C 1.16 -6.35 -0.16 -0.29
O 0.73 -6.21 1.22 -0.10
H 0.37 -4.45 -0.86 0.06
H 1.85 -4.92 -1.64 0.06
H 1.88 -4.38 0.02 0.07
H 2.16 -6.82 -0.15 0.11
H 0.45 -6.99 -0.74 0.12
H -0.06 -6.76 1.39 0.09
C -3.09 -1.66 2.96 -0.08
C -2.62 -2.66 1.90 -0.32
O -2.70 -4.00 2.36 -0.08
H -2.44 -1.76 3.86 0.07
H -4.09 -1.94 3.11 0.05
H -3.12 -0.62 2.70 0.04
H -1.62 -2.50 1.49 0.10
H -3.41 -2.65 1.11 0.12
H -1.96 -4.17 2.95 0.08
C 4.63 2.07 0.49 -0.09
C 5.11 2.50 -0.94 -0.32
O 5.43 1.35 -1.68 -0.08
H 3.65 1.59 0.47 0.04
H 4.62 2.94 1.21 0.08
H 5.40 1.34 0.85 0.07
H 5.96 3.16 -0.84 0.10
H 4.37 3.15 -1.37 0.09
H 4.66 1.03 -2.19 0.05
C -0.88 1.89 0.97 -0.07
C 0.45 1.98 0.19 -0.30
O 0.69 0.81 -0.51 -0.11
H -1.70 1.46 0.39 0.05
H -1.27 2.80 1.45 0.06
H -0.76 1.18 1.82 0.06
H 1.35 2.17 0.82 0.11
H 0.38 2.83 -0.52 0.09
H 0.83 0.07 0.10 0.05
C 0.36 0.25 4.56 -0.66
O -0.19 -0.80 4.15 -0.01
N 1.50 0.75 4.09 0.17
N -0.17 1.14 5.45 0.13
H 1.88 0.38 3.23 0.09
H 1.64 1.70 4.37 0.10
H 0.43 1.91 5.79 0.12
H -1.19 1.13 5.65 0.12
C -2.17 4.08 -1.08 -0.60
O -1.05 4.55 -0.92 0.03
N -3.18 4.15 -0.12 0.14
N -2.79 3.62 -2.25 0.14
H -4.01 3.54 -0.17 0.05
H -2.93 4.41 0.83 0.10
H -3.82 3.76 -2.41 0.14
H -2.35 3.85 -3.11 0.08
C 2.80 -1.29 -2.74 -0.64
O 3.15 -0.21 -3.20 0.03
N 1.80 -1.49 -1.92 0.20
N 3.45 -2.50 -3.01 0.16
H 1.26 -0.74 -1.58 0.05
H 1.69 -2.37 -1.44 0.09
H 2.94 -3.29 -3.26 0.06
H 4.30 -2.50 -3.47 0.07
```

Gap between HOMO and LUMO: 9.711 eV
Lowest unoccupied orbital energy: 0.0133 hartree
Strongest force on any atom: 3.81 eV/Å
SMILES string: NC(N)=O.NC(N)=O.NC(N)=O.CCO.CCO.CCO.CCO.CCO.CCO.CCO.CCO
Energy above the lowest of the compared OMol25 structures with the same formula, charge and spin: 0.0 kcal/mol

Record 2
C19H61BBaNO26P6 as an isolated structure at a distorted geometry, computed with ωB97M-V with the def2-TZVPD basis set.

Geometry as XYZ:
```
115
Properties=species:S:1:pos:R:3:lowdin_charge:R:1
Ba -24.46 -19.34 -18.59 1.94
B -24.07 -20.08 -15.88 -0.56
H -24.35 -20.61 -14.89 -0.03
H -22.99 -19.64 -15.81 -0.04
H -24.11 -20.83 -16.73 -0.14
H -24.79 -19.24 -16.14 -0.11
C -20.92 -20.12 -13.95 0.03
N -20.12 -19.56 -12.85 -0.45
O -19.93 -20.27 -11.89 0.08
O -19.71 -18.43 -12.96 0.07
H -21.95 -20.22 -13.62 0.09
H -20.53 -21.09 -14.25 0.11
H -20.88 -19.46 -14.81 0.05
C -25.27 -25.01 -18.52 -0.08
O -24.73 -24.51 -19.74 -0.20
P -23.61 -23.35 -19.68 0.39
O -24.14 -22.03 -19.41 -0.36
O -22.50 -23.92 -18.70 -0.21
C -22.44 -23.59 -17.30 -0.05
O -22.91 -23.42 -21.11 -0.20
C -22.57 -24.69 -21.67 -0.08
H -24.54 -25.36 -17.78 0.08
H -25.86 -25.88 -18.77 0.10
H -25.93 -24.27 -18.06 0.09
H -21.38 -23.69 -17.05 0.09
H -22.91 -24.39 -16.73 0.07
H -22.88 -22.65 -16.99 0.07
H -21.58 -24.62 -22.11 0.09
H -23.33 -25.07 -22.34 0.10
H -22.42 -25.43 -20.87 0.09
C -22.82 -13.14 -17.71 -0.08
O -23.19 -14.45 -18.12 -0.21
P -22.96 -15.74 -17.22 0.41
O -23.56 -17.00 -17.66 -0.39
O -21.35 -15.76 -17.10 -0.18
C -20.70 -16.99 -16.81 -0.10
O -23.42 -15.24 -15.79 -0.19
C -23.50 -16.17 -14.71 -0.06
H -22.21 -13.15 -16.81 0.09
H -23.72 -12.57 -17.45 0.10
H -22.37 -12.56 -18.51 0.10
H -21.28 -17.91 -16.95 0.06
H -20.28 -16.99 -15.80 0.09
H -19.83 -17.06 -17.46 0.10
H -23.44 -17.23 -15.00 0.08
H -24.44 -16.07 -14.17 0.08
H -22.65 -15.99 -14.05 0.10
C -19.59 -20.30 -17.32 -0.10
O -19.47 -19.96 -18.69 -0.21
P -20.64 -20.35 -19.73 0.44
O -21.96 -19.84 -19.29 -0.42
O -20.07 -19.77 -21.10 -0.19
C -20.92 -19.71 -22.24 -0.08
O -20.52 -21.93 -19.89 -0.21
C -19.27 -22.60 -19.86 -0.09
H -18.92 -21.12 -17.07 0.10
H -20.62 -20.54 -17.05 0.08
H -19.33 -19.45 -16.68 0.08
H -20.85 -20.61 -22.85 0.10
H -20.60 -18.90 -22.89 0.10
H -21.95 -19.47 -21.95 0.08
H -19.33 -23.46 -19.20 0.10
H -18.38 -22.00 -19.66 0.10
H -19.09 -23.07 -20.83 0.10
C -31.48 -21.79 -13.85 -0.10
O -30.18 -21.24 -14.15 -0.22
P -29.51 -20.34 -12.99 0.38
O -30.42 -19.73 -12.02 -0.22
O -28.39 -21.28 -12.37 -0.22
C -28.76 -22.49 -11.70 -0.07
O -28.63 -19.30 -13.82 -0.21
C -27.54 -19.76 -14.64 -0.08
H -31.96 -21.94 -14.81 0.09
H -32.06 -21.13 -13.22 0.08
H -31.42 -22.80 -13.44 0.08
H -28.27 -23.36 -12.15 0.08
H -29.83 -22.68 -11.66 0.08
H -28.36 -22.38 -10.69 0.10
H -27.73 -20.81 -14.88 0.07
H -26.63 -19.60 -14.07 0.09
H -27.58 -19.25 -15.60 0.08
C -23.62 -22.72 -12.79 -0.13
O -24.25 -23.89 -12.35 -0.20
P -24.80 -24.99 -13.36 0.41
O -23.95 -25.36 -14.50 -0.23
O -26.29 -24.49 -13.73 -0.21
C -26.52 -23.47 -14.68 -0.10
O -25.11 -26.19 -12.36 -0.19
C -25.86 -25.94 -11.17 -0.10
H -23.26 -22.73 -13.82 0.08
H -22.70 -22.54 -12.22 0.09
H -24.19 -21.80 -12.65 0.09
H -26.17 -22.47 -14.39 0.07
H -27.60 -23.31 -14.76 0.09
H -26.05 -23.61 -15.66 0.08
H -25.58 -25.01 -10.67 0.08
H -25.60 -26.76 -10.51 0.09
H -26.94 -25.84 -11.35 0.09
C -26.16 -15.15 -19.58 -0.10
O -26.57 -15.25 -18.22 -0.22
P -27.48 -16.52 -17.81 0.39
O -26.64 -17.74 -17.78 -0.37
O -28.72 -16.49 -18.76 -0.19
C -29.75 -15.49 -18.63 -0.05
O -28.05 -16.07 -16.41 -0.20
C -27.24 -15.60 -15.34 -0.06
H -25.08 -15.06 -19.71 0.08
H -26.60 -14.26 -20.03 0.10
H -26.46 -16.02 -20.18 0.09
H -30.01 -15.21 -17.61 0.09
H -30.64 -15.90 -19.09 0.10
H -29.41 -14.63 -19.21 0.09
H -27.79 -14.97 -14.64 0.10
H -26.48 -14.93 -15.76 0.08
H -26.80 -16.41 -14.77 0.09
```

Gap between HOMO and LUMO: 9.762 eV
Lowest unoccupied orbital energy: -0.0887 hartree
Strongest force on any atom: 2.39 eV/Å
Total charge: +1

Record 3
A 10-piece molecular cluster, C19H61N3O10 overall at a distorted geometry, computed with ωB97M-V with the def2-TZVPD basis set.

Geometry as XYZ:
```
93
Properties=species:S:1:pos:R:3:lowdin_charge:R:1
C 0.91 0.58 3.17 -0.17
O 1.02 -0.04 4.47 -0.13
H 1.76 0.27 2.56 0.06
H 0.03 0.36 2.58 0.05
H 0.94 1.66 3.29 0.07
H 0.71 -0.93 4.31 -0.03
C -1.92 3.62 -3.03 -0.17
O -3.32 3.65 -3.29 -0.14
H -1.51 4.57 -3.39 0.08
H -1.71 3.53 -1.96 0.05
H -1.53 2.68 -3.41 0.06
H -3.64 4.54 -3.17 0.06
C -2.32 0.66 -5.45 -0.16
O -1.71 0.20 -4.25 -0.16
H -3.25 1.18 -5.24 0.08
H -1.62 1.35 -5.93 0.07
H -2.47 -0.19 -6.12 0.08
H -1.15 -0.49 -4.61 0.01
C -3.60 -0.42 0.04 -0.16
O -2.66 -1.47 0.16 -0.14
H -3.05 0.53 0.05 0.06
H -4.15 -0.41 -0.89 0.08
H -4.33 -0.35 0.84 0.08
H -1.93 -1.19 -0.40 0.02
C 3.63 2.25 0.51 -0.22
O 3.91 3.46 -0.14 -0.12
H 3.70 2.31 1.60 0.07
H 2.64 1.90 0.23 0.06
H 4.31 1.45 0.22 0.07
H 4.84 3.65 -0.08 0.07
C -0.11 0.66 -0.91 -0.16
O -0.61 -0.49 -1.45 -0.13
H -0.62 1.54 -1.30 0.08
H -0.33 0.56 0.16 0.07
H 0.97 0.65 -1.01 0.07
H -0.70 -0.31 -2.39 0.07
C 0.11 -2.77 -5.79 -0.23
O -0.15 -2.02 -4.66 -0.15
H -0.25 -3.74 -5.44 0.07
H -0.40 -2.55 -6.73 0.07
H 1.14 -2.87 -6.15 0.07
H 0.37 -2.42 -3.95 0.02
C 3.21 -1.60 -1.62 -0.05
C 2.74 -2.76 -2.59 -0.44
C 3.31 -4.12 -2.38 -0.25
O 4.73 -4.06 -2.73 -0.19
C 5.51 -5.21 -2.46 -0.18
N 1.34 -2.85 -2.45 0.03
H 2.75 -0.67 -1.96 0.06
H 4.29 -1.45 -1.73 0.06
H 2.90 -1.81 -0.60 0.06
H 2.96 -2.49 -3.62 0.13
H 2.84 -4.86 -3.03 0.10
H 3.11 -4.42 -1.35 0.09
H 5.13 -6.13 -2.92 0.07
H 5.43 -5.41 -1.39 0.06
H 6.57 -5.10 -2.68 0.08
H 0.93 -1.99 -2.10 0.05
H 1.03 -3.59 -1.84 0.06
C -2.76 5.08 5.35 -0.07
C -2.47 5.93 4.14 -0.49
C -2.52 5.22 2.78 -0.20
O -1.51 4.22 2.56 -0.21
C -1.50 3.69 1.20 -0.09
N -3.36 7.03 4.18 0.03
H -2.02 4.29 5.46 0.08
H -3.79 4.72 5.37 0.08
H -2.63 5.68 6.25 0.07
H -1.45 6.30 4.22 0.14
H -2.41 5.91 1.94 0.11
H -3.43 4.64 2.65 0.13
H -0.60 3.11 1.03 0.07
H -1.50 4.56 0.54 0.07
H -2.36 3.05 0.99 0.08
H -2.94 7.67 4.83 0.08
H -3.24 7.45 3.27 0.06
C 0.77 -2.74 1.32 -0.06
C -0.28 -3.56 2.13 -0.44
C -0.82 -2.89 3.41 -0.16
O 0.25 -2.35 4.21 -0.23
C 0.80 -3.38 5.09 -0.07
N -1.40 -3.93 1.25 0.04
H 0.46 -1.70 1.27 0.06
H 0.95 -3.12 0.31 0.04
H 1.67 -2.86 1.92 0.06
H 0.23 -4.46 2.47 0.10
H -1.56 -3.45 3.98 0.12
H -1.39 -2.03 3.05 0.12
H 0.03 -3.82 5.72 0.08
H 1.66 -3.04 5.67 0.09
H 1.15 -4.27 4.57 0.07
H -0.94 -4.44 0.51 0.03
H -1.79 -3.13 0.76 0.02
```

Gap between HOMO and LUMO (alpha / beta): 1.450 / 8.938 eV
Lowest unoccupied orbital energy (alpha / beta): 0.0843 / 0.0841 hartree
Strongest force on any atom: 2.92 eV/Å
Expectation value of S²: 0.750
Total charge: -1
2S+1: 2
Energy above the lowest of the compared OMol25 structures with the same formula, charge and spin: 0.0 kcal/mol

Record 4
A 13-piece molecular cluster, C19H64N12O13 overall at a distorted geometry, computed with ωB97M-V with the def2-TZVPD basis set.

Geometry as XYZ:
```
108
Properties=species:S:1:pos:R:3:lowdin_charge:R:1
C 0.12 -5.36 3.06 -0.05
C -0.15 -4.14 3.97 -0.29
O 0.09 -3.01 3.21 -0.12
H 1.20 -5.50 2.72 0.11
H -0.48 -5.35 2.20 0.03
H -0.01 -6.21 3.74 0.08
H 0.56 -4.12 4.79 0.11
H -1.12 -4.19 4.52 0.13
H -0.01 -2.24 3.75 0.09
C -0.95 2.74 4.33 -0.08
C -0.37 1.35 4.33 -0.26
O 0.51 1.25 3.21 -0.11
H -1.77 2.74 5.01 0.07
H -1.30 3.16 3.35 0.08
H -0.25 3.45 4.64 0.06
H -1.18 0.65 4.22 0.10
H 0.11 1.25 5.32 0.13
H 1.12 0.60 3.54 0.03
C 1.01 0.96 -5.48 -0.07
C 0.12 -0.09 -4.89 -0.33
O 0.21 -0.03 -3.51 -0.10
H 1.01 0.88 -6.54 0.08
H 2.02 0.92 -5.09 0.07
H 0.77 1.95 -5.20 0.03
H 0.47 -1.06 -5.22 0.11
H -0.92 -0.03 -5.22 0.10
H -0.50 -0.62 -3.22 0.04
C -2.47 -2.44 -5.41 -0.08
C -2.38 -2.98 -4.03 -0.40
O -1.79 -2.03 -3.29 -0.08
H -2.56 -1.31 -5.37 0.10
H -3.28 -2.93 -5.95 0.08
H -1.59 -2.69 -5.99 0.07
H -1.79 -3.91 -4.00 0.12
H -3.39 -3.27 -3.79 0.11
H -1.77 -2.41 -2.42 0.03
C 2.87 4.23 2.50 -0.06
C 1.74 3.75 1.55 -0.33
O 1.69 4.59 0.41 -0.08
H 2.78 5.25 2.87 0.07
H 3.82 4.14 1.93 0.09
H 2.84 3.67 3.41 0.04
H 0.85 4.03 2.09 0.08
H 1.66 2.66 1.34 0.08
H 1.50 3.99 -0.34 0.04
C 4.16 0.79 3.49 -0.08
C 3.43 0.14 2.32 -0.25
O 2.34 -0.71 2.84 -0.10
H 3.48 1.52 3.98 0.07
H 5.03 1.25 3.11 0.06
H 4.57 -0.02 4.19 0.10
H 4.17 -0.54 1.83 0.13
H 3.12 0.97 1.73 0.08
H 2.66 -1.56 3.01 0.06
C -1.26 -3.71 0.08 -0.55
O -2.40 -3.82 0.89 -0.12
N -0.05 -3.42 0.56 0.13
N -1.38 -3.76 -1.21 0.15
H -0.01 -3.43 1.59 0.06
H 0.81 -3.43 -0.04 0.10
H -2.21 -4.22 -1.60 0.14
H -0.53 -3.73 -1.83 0.16
C -1.92 3.04 -4.02 -0.53
O -1.62 3.08 -5.41 -0.18
N -2.90 3.87 -3.77 0.13
N -1.48 2.22 -3.04 0.14
H -3.38 4.43 -4.52 0.15
H -3.17 4.09 -2.78 0.06
H -0.75 1.56 -3.28 0.05
H -1.99 2.08 -2.11 0.11
C 1.93 2.14 -1.73 -0.55
O 2.88 1.71 -0.79 -0.16
N 2.20 2.59 -2.97 0.19
N 0.69 2.36 -1.41 0.15
H 3.14 2.20 -3.19 0.14
H 1.47 2.55 -3.61 0.04
H 0.33 1.90 -0.53 0.07
H -0.09 2.72 -1.98 0.10
C -3.53 2.90 -0.45 -0.65
O -3.87 3.96 -1.21 -0.09
N -2.76 2.85 0.60 0.11
N -3.70 1.72 -0.93 0.18
H -2.39 3.82 0.84 0.18
H -3.17 2.19 1.39 0.21
H -4.23 1.73 -1.78 0.13
H -3.35 0.78 -0.64 0.13
C 3.28 -2.32 -0.46 -0.66
O 2.63 -3.44 0.03 -0.15
N 4.50 -2.22 -0.83 0.14
N 2.75 -1.15 -0.50 0.14
H 5.03 -3.08 -0.57 0.14
H 5.00 -1.28 -0.96 0.16
H 1.78 -0.99 0.02 0.10
H 3.27 -0.24 -0.45 0.08
C -0.64 0.11 0.14 -0.48
O -1.47 -0.15 -1.02 -0.14
N 0.22 -0.75 0.68 0.17
N -0.64 1.29 0.67 0.12
H 0.04 -1.76 0.55 0.06
H 0.78 -0.40 1.49 0.10
H -1.44 1.99 0.48 0.07
H -0.18 1.51 1.58 0.09
C -3.40 -2.38 3.56 -0.13
O -2.30 -1.78 2.85 -0.15
H -4.31 -1.91 3.35 0.06
H -3.07 -2.29 4.61 0.08
H -3.53 -3.42 3.36 0.06
H -1.62 -2.46 2.83 -0.01
```

Gap between HOMO and LUMO: 8.288 eV
Lowest unoccupied orbital energy: 0.0014 hartree
Strongest force on any atom: 8.34 eV/Å
Energy above the lowest of the compared OMol25 structures with the same formula, charge and spin: 225.5 kcal/mol

Number 1: total energy -52139.5834 eV. Number 2: total energy -132528.6039 eV. Number 3: total energy -45630.6463 eV. Number 4: total energy -65235.5781 eV.